C15H5F10NOSSc | ωB97M-V/def2-TZVPD

Each line ends with the natural charge from an NBO analysis.
Cartesian coordinates (Å):
Sc1 0.878 -0.759 -0.766  1.69
F1 -1.519 -1.038 5.387  -0.26
C1 -0.661 -1.182 4.392  0.28
C2 -0.869 -0.516 3.193  0.29
F2 -1.920 0.270 3.014  -0.27
C3 0.057 -0.708 2.195  0.27
F3 -0.156 -0.032 0.988  -0.32
C4 1.176 -1.511 2.277  -0.26
S1 2.324 -1.690 0.951  -0.19
C5 1.350 -2.163 3.494  0.32
F4 2.394 -2.958 3.674  -0.27
C6 0.449 -2.002 4.537  0.34
F5 0.644 -2.637 5.679  -0.27
C7 -2.152 -5.419 -0.452  -0.59
C8 -2.426 -4.165 -1.290  -0.54
C9 -1.451 -3.116 -1.030  0.58
N1 -0.667 -2.312 -0.803  -0.54
H1 -2.911 -6.163 -0.683  0.25
H2 -2.198 -5.198 0.613  0.23
H3 -1.175 -5.838 -0.684  0.23
H4 -3.411 -3.741 -1.084  0.28
H5 -2.379 -4.376 -2.361  0.28
F6 3.367 0.501 -4.893  -0.26
C10 2.413 0.347 -3.991  0.29
C11 2.406 1.211 -2.781  0.26
F7 2.476 0.566 -1.533  -0.32
C12 1.429 2.176 -2.914  0.31
F8 1.515 3.017 -3.927  -0.26
C13 0.393 1.160 -2.884  0.43
O1 -0.162 0.668 -1.874  -0.67
C14 0.660 0.351 -4.167  0.29
F9 -0.162 0.509 -5.190  -0.26
C15 1.517 -0.740 -3.945  0.10
F10 1.375 -1.551 -2.623  -0.44

Properties
- HOMO level (eV) = -12.06
- frontier orbital gap (eV) = 7.0
- relative energy (zero: lowest compared OMol25 entry of this formula, charge and spin) (eV) = 0.486
- 2S+1 = 1
- calculated total energy (eV) = -77871.7706
- net charge = +1